w) Density functional theory data (ωB97M-V/def2-TZVPD) for a 8-piece molecular cluster, H16O8 overall.

Last column: Löwdin charge in e.
Positions of all 24 atoms, in Å:
H: 0.41 0.08 0.86  0.00
H: -0.42 -0.99 1.54  0.02
H: -2.78 2.65 -0.18  0.04
H: -3.69 1.98 -1.20  0.05
H: 0.74 -1.45 -1.89  0.05
H: 1.63 -0.32 -1.42  0.04
H: -4.34 0.19 -0.53  0.00
H: -5.39 -0.57 0.26  0.04
H: 4.95 -2.16 -0.73  0.03
H: 4.07 -3.11 0.07  0.03
H: 3.27 1.30 0.12  0.01
H: 4.43 1.90 0.89  0.04
H: -1.56 -3.01 0.73  0.02
H: -2.51 -2.13 -0.07  0.01
H: -0.13 3.34 0.21  0.03
H: 1.24 2.68 0.20  0.01
O: 0.36 -0.44 1.67  -0.06
O: -3.25 1.82 -0.36  -0.05
O: 0.82 -0.79 -1.20  -0.05
O: -4.45 -0.56 0.06  -0.05
O: 4.10 -2.21 -0.27  -0.06
O: 4.18 1.12 0.38  -0.05
O: -2.49 -2.84 0.59  -0.06
O: 0.81 3.54 0.27  -0.04

Results
Orbital gap in eV: 10.9
Structure (SMILES): O.O.O.O.O.O.O.O
LUMO in eV: -0.05

x) Density functional theory data (ωB97M-V/def2-TZVPD) for a 8-piece molecular cluster, H16O8 overall.

Last column: Löwdin charge in e.
Positions of all 24 atoms, in Å:
O: -15.19 -22.26 12.35  -0.04
H: -15.68 -23.03 12.67  0.06
H: -15.86 -21.56 12.27  0.07
O: -14.73 -19.58 6.85  -0.06
H: -14.45 -19.86 7.73  -0.02
H: -13.91 -19.41 6.38  0.04
O: -15.59 -17.68 9.38  -0.05
H: -14.94 -18.33 9.10  0.00
H: -15.23 -17.31 10.19  0.03
O: -13.87 -23.17 7.73  -0.04
H: -14.28 -23.03 6.86  0.06
H: -13.20 -23.85 7.58  0.06
O: -16.96 -21.20 9.31  -0.07
H: -17.00 -21.47 8.39  0.03
H: -16.01 -21.11 9.51  -0.01
O: -12.54 -21.28 12.08  -0.06
H: -12.13 -21.75 12.82  0.06
H: -13.49 -21.45 12.18  0.00
O: -14.12 -20.91 9.40  -0.06
H: -14.10 -21.83 9.06  0.03
H: -13.66 -20.95 10.25  0.02
O: -11.54 -18.75 10.64  -0.06
H: -11.88 -19.63 10.87  -0.01
H: -12.18 -18.13 11.01  0.03

Results
Orbital gap in eV: 10.9
Structure (SMILES): O.O.O.O.O.O.O.O
LUMO in eV: 0.15

y) Density functional theory data (ωB97M-V/def2-TZVPD) for a 8-piece molecular cluster, H16O8 overall.

Last column: Löwdin charge in e.
Positions of all 24 atoms, in Å:
O: 1.05 -27.25 6.91  -0.04
H: 1.92 -27.40 7.32  0.01
H: 0.50 -27.98 7.22  0.03
O: 2.17 -24.20 7.99  -0.05
H: 2.06 -24.88 8.67  0.00
H: 2.79 -23.57 8.37  0.05
O: 0.17 -25.25 5.18  -0.08
H: -0.73 -25.14 5.51  0.03
H: 0.56 -25.96 5.73  -0.02
O: 1.55 -26.04 10.18  -0.05
H: 2.34 -26.52 9.88  0.01
H: 0.99 -26.71 10.57  0.04
O: -0.65 -29.86 8.42  -0.04
H: -0.24 -30.73 8.55  0.06
H: -0.50 -29.40 9.25  0.06
O: -2.11 -30.47 6.07  -0.07
H: -1.40 -30.29 6.72  -0.02
H: -1.77 -31.19 5.53  0.03
O: 3.55 -27.55 8.45  -0.04
H: 3.78 -28.48 8.51  0.07
H: 4.38 -27.09 8.28  0.08
O: 3.19 -25.23 5.38  -0.07
H: 2.61 -25.43 6.13  -0.03
H: 3.25 -24.27 5.40  0.03

Results
Orbital gap in eV: 9.4
Structure (SMILES): O.O.O.O.O.O.O.O
LUMO in eV: -0.51

z) Density functional theory data (ωB97M-V/def2-TZVPD) for a 8-piece molecular cluster, H16O8 overall.

Last column: Löwdin charge in e.
Positions of all 24 atoms, in Å:
H: -0.55 -0.59 0.15  0.02
H: -0.38 0.86 0.59  0.05
H: -1.48 -0.38 2.94  0.06
H: -0.38 -1.44 2.92  0.04
H: -5.02 -0.49 -1.27  0.03
H: -5.69 -0.97 0.01  0.03
H: -2.12 2.45 -1.96  0.03
H: -1.84 1.31 -1.00  0.00
H: 3.03 -2.18 -1.02  0.01
H: 2.16 -2.26 -2.26  0.03
H: 1.95 -1.31 -0.07  0.04
H: 0.55 -1.86 0.09  0.06
H: 3.20 1.09 0.52  0.02
H: 2.98 1.39 1.99  0.05
H: 2.20 2.82 0.10  0.01
H: 2.08 2.43 -1.36  0.04
O: -0.88 0.06 0.78  -0.09
O: -1.11 -1.08 2.39  -0.08
O: -4.96 -1.17 -0.59  -0.06
O: -2.51 1.96 -1.23  -0.06
O: 2.90 -2.69 -1.82  -0.07
O: 1.19 -1.60 -0.58  -0.05
O: 2.99 0.66 1.36  -0.04
O: 1.69 3.00 -0.70  -0.04

Results
Orbital gap in eV: 9.1
Structure (SMILES): O.O.O.O.O.O.O.O
LUMO in eV: -0.30

Relative energy table, unit kJ/mol: w) 118.2; x) 0.0; y) 29.5; z) 284.3

w) Density functional theory data (ωB97M-V/def2-TZVPD) for C5H11IN as an isolated structure.

Last column: Löwdin charge in e.
Positions of all 18 atoms, in Å:
C: -1.00 2.82 0.88  -0.03
C: -0.26 1.58 1.24  -0.26
C: 1.67 -1.31 -0.56  -0.11
C: -0.40 -1.89 -1.55  -0.03
C: -0.67 0.35 1.47  -0.44
N: 0.67 -0.93 -1.33  -0.03
I: 0.66 -1.34 2.07  0.99
H: -1.96 2.72 1.17  0.06
H: -0.78 2.84 -0.18  0.10
H: 0.88 1.55 1.35  0.11
H: 1.93 -2.38 -0.26  0.09
H: 2.65 -0.82 -0.40  0.11
H: -0.50 3.54 1.41  0.07
H: -0.78 -2.13 -0.65  0.03
H: -1.05 -1.49 -2.18  0.06
H: -0.18 -2.86 -2.06  0.14
H: -1.55 -0.16 1.47  -0.02
H: 0.70 -0.09 -1.88  0.17

Results
Orbital gap in eV: 8.5
Total charge: +1
LUMO in eV: -4.72

x) Density functional theory data (ωB97M-V/def2-TZVPD) for an isolated ion of composition C5H11IN and charge +1.

Last column: Löwdin charge in e.
Positions of all 18 atoms, in Å:
C: -0.22 -1.82 -0.26  -0.22
C: -0.43 -0.67 0.37  -0.02
C: -1.23 -2.94 -0.24  -0.09
C: -0.20 2.74 -0.03  0.01
C: 1.02 0.48 0.58  -0.63
N: 0.95 1.75 -0.22  -0.09
I: 2.91 -0.42 0.23  0.97
H: 0.63 -2.10 -0.74  0.03
H: -1.29 -0.40 0.94  0.08
H: -0.61 -3.84 0.00  0.09
H: -2.17 -2.73 0.45  0.12
H: -1.70 -3.32 -1.15  0.07
H: -1.15 2.31 -0.35  0.09
H: -0.36 3.13 0.98  0.11
H: 0.06 3.41 -0.99  0.16
H: 1.04 0.65 1.59  0.02
H: 1.84 2.21 0.04  0.14
H: 0.91 1.56 -1.20  0.15

Results
Orbital gap in eV: 9.9
Total charge: +1
Structure (SMILES): C/C=C/[C@@H](I)[NH2+]C
LUMO in eV: -3.67

Relative energy table, unit kJ/mol: w) 35.4; x) 0.0

w) Density functional theory data (ωB97M-V/def2-TZVPD) for an isolated ion of composition C3H6N and charge +1.

Last column: Löwdin charge in e.
Positions of all 10 atoms, in Å:
C: -1.22 0.28 0.56  0.20
C: 0.33 0.14 -1.15  0.11
C: -0.27 -0.65 0.00  -0.26
N: 1.13 -0.09 0.04  0.07
H: -0.98 1.24 0.88  0.07
H: -2.31 -0.02 0.46  0.13
H: 0.26 1.24 -1.34  0.13
H: -0.31 -1.77 -0.19  0.19
H: 1.87 -0.82 -0.05  0.20
H: 1.49 0.44 0.80  0.16

Results
Orbital gap (alpha / beta) in eV: 9.4 / 8.1
Total charge: +1
LUMO (alpha / beta) in eV: -5.58 / -6.09

x) Density functional theory data (ωB97M-V/def2-TZVPD) for a 2-piece molecular cluster, C3H6N overall.

Last column: Löwdin charge in e.
Positions of all 10 atoms, in Å:
C: 0.42 -1.88 0.72  -0.04
C: -0.29 2.04 -0.06  0.27
C: -0.46 -1.30 -0.09  -0.06
N: 0.28 2.66 -0.82  0.35
H: 0.59 -2.88 1.05  0.06
H: 1.25 -1.32 1.00  0.03
H: -0.69 1.57 0.74  0.10
H: -1.41 -1.71 -0.47  0.07
H: -0.32 -0.14 -0.28  0.01
H: 0.62 2.94 -1.78  0.21

Results
Orbital gap in eV: 8.0
Total charge: +1
LUMO in eV: -5.99

y) Density functional theory data (ωB97M-V/def2-TZVPD) for a 2-piece molecular cluster, C3H6N overall.

Last column: Löwdin charge in e.
Positions of all 10 atoms, in Å:
C: 0.44 -1.16 -0.13  0.00
C: -0.57 0.49 0.99  0.01
C: -0.53 -0.08 -0.37  0.04
N: 0.72 0.19 0.36  0.04
H: 0.24 -1.91 0.63  0.14
H: 1.04 -1.50 -0.96  0.14
H: -0.82 1.54 1.10  0.14
H: -0.84 -0.13 1.83  0.14
H: -1.07 1.13 -2.83  0.15
H: 1.49 0.80 0.16  0.20

Results
Orbital gap (alpha / beta) in eV: 12.7 / 8.0
Total charge: +1
LUMO (alpha / beta) in eV: -3.79 / -7.20

z) Density functional theory data (ωB97M-V/def2-TZVPD) for an isolated ion of composition C3H6N and charge +1.

Last column: Löwdin charge in e.
Positions of all 10 atoms, in Å:
C: -1.56 -0.15 0.01  0.21
C: 0.92 0.84 0.02  -0.01
C: 1.01 -0.65 0.00  0.05
N: -0.32 0.14 -0.05  -0.05
H: -2.01 -1.09 -0.11  0.11
H: -2.24 0.72 0.16  0.14
H: 1.03 1.44 0.87  0.13
H: 1.00 1.37 -0.93  0.15
H: 1.11 -1.41 -0.85  0.17
H: 1.06 -1.23 0.88  0.11

Results
Orbital gap in eV: 12.2
Total charge: +1
Structure (SMILES): C=[N+]1CC1
LUMO in eV: -5.15

Relative energy table, unit kJ/mol: w) 236.3; x) 122.9; y) 480.5; z) 0.0